Entry 1:
Formula: C51H57AsN5O2P2S3V
Source: OMol25
Level of theory: ωB97M-V/def2-TZVPD

XYZ file:
```
122
Properties=species:S:1:pos:R:3
V -0.542 0.492 -0.207
C -2.469 -2.497 1.543
C -3.245 -2.030 0.333
P -3.033 -0.280 -0.154
C -3.671 -0.265 -1.852
C -3.532 0.852 -2.646
C -4.022 0.894 -3.956
C -4.664 -0.189 -4.507
C -4.766 -1.346 -3.721
C -4.235 -1.389 -2.438
C -4.295 0.584 0.854
C -4.241 0.571 2.255
C -5.202 1.284 2.980
C -6.272 1.934 2.363
C -6.344 1.864 0.957
C -5.372 1.218 0.235
C -1.011 -2.830 1.171
P 0.235 -1.508 1.257
C 0.676 -1.490 3.004
C -0.098 -2.086 4.004
C 0.367 -2.165 5.310
C 1.580 -1.550 5.645
C 2.314 -0.887 4.671
C 1.897 -0.913 3.344
C 1.698 -2.343 0.560
C 2.499 -1.830 -0.457
C 3.597 -2.554 -0.916
C 3.907 -3.799 -0.379
C 3.051 -4.324 0.568
C 2.001 -3.575 1.080
H -2.939 -3.425 1.875
H -2.526 -1.808 2.379
H -4.324 -2.218 0.477
H -2.894 -2.658 -0.485
H -3.144 1.746 -2.199
H -3.909 1.810 -4.547
H -5.064 -0.151 -5.530
H -5.259 -2.212 -4.119
H -4.354 -2.312 -1.922
H -3.401 0.089 2.777
H -5.107 1.298 4.075
H -7.007 2.491 2.890
H -7.195 2.274 0.418
H -5.482 1.157 -0.829
H -0.987 -3.168 0.147
H -0.649 -3.625 1.796
H -1.022 -2.572 3.759
H -0.192 -2.728 6.028
H 1.970 -1.664 6.663
H 3.280 -0.409 4.914
H 2.573 -0.505 2.561
H 2.273 -0.862 -0.924
H 4.195 -2.140 -1.736
H 4.783 -4.347 -0.715
H 3.208 -5.309 1.006
H 1.420 -3.997 1.874
O -0.246 0.981 -2.452
H -1.086 1.080 -2.931
H 0.138 1.877 -2.469
N -1.014 1.218 2.146
C -1.143 1.743 3.169
C -1.324 2.427 4.388
C -0.527 2.179 5.502
C -0.751 2.864 6.701
C -1.760 3.830 6.752
C -2.564 4.081 5.653
C -2.370 3.377 4.471
H 0.180 1.375 5.453
H -0.121 2.718 7.578
H -1.940 4.345 7.673
H -3.367 4.788 5.740
H -2.980 3.553 3.602
S 6.710 1.077 1.987
C 5.428 1.290 0.991
S 3.859 1.633 1.623
C 3.196 1.478 -0.022
N 4.060 1.261 -0.928
N 5.313 1.212 -0.396
C 6.415 1.217 -1.288
C 6.354 0.387 -2.426
C 7.419 0.322 -3.300
C 8.591 1.025 -3.047
C 8.639 1.873 -1.971
C 7.567 1.961 -1.056
S 1.532 1.892 -0.353
H 5.434 -0.167 -2.572
H 7.331 -0.321 -4.189
H 9.391 0.954 -3.773
H 9.570 2.397 -1.784
H 7.630 2.607 -0.182
C -3.401 4.301 0.105
As -1.567 3.807 -0.193
C -0.431 4.239 1.304
C -1.010 4.616 -1.833
O -1.679 2.133 -0.406
H -3.520 5.339 0.397
H -3.803 3.646 0.871
H -4.003 4.132 -0.801
H -0.080 5.235 1.216
H 0.417 3.552 1.252
H -0.945 4.185 2.270
H -1.265 5.689 -1.852
H -1.594 4.133 -2.609
H 0.056 4.454 -1.959
N -0.469 -1.224 -1.427
C -0.183 -1.810 -2.382
N 0.230 -2.479 -3.436
C -0.579 -3.426 -4.221
C 0.218 -4.671 -4.634
C 1.438 -4.234 -5.449
C 2.251 -3.242 -4.625
C 1.470 -2.019 -4.159
H -0.938 -2.956 -5.107
H -1.446 -3.734 -3.609
H -0.440 -5.270 -5.279
H 0.547 -5.236 -3.729
H 1.123 -3.747 -6.377
H 2.047 -5.098 -5.705
H 3.080 -2.881 -5.206
H 2.703 -3.744 -3.747
H 1.167 -1.464 -5.018
H 1.991 -1.355 -3.482
```

The highest occupied orbital energy (spin up / spin down) is -11.3 / -11.3 eV. As for the multiplicity: 3. As for the expectation value of S²: 2.0248. As for the net charge: +2. The value obtained for the HOMO-LUMO gap (spin up / spin down) is 6.299 / 6.542 eV. The calculation puts the energy above the lowest of the compared OMol25 structures with the same formula, charge and spin at 0.0 kcal/mol. The maximum force comes out at 2.0 eV/Å.

Here are the Mulliken charges for atoms 1 to 8, given in e:
1 V 1.0262
2 C -0.8732
3 C -1.7669
4 P 1.9980
5 C 0.6318
6 C -0.9570
7 C -0.6469
8 C -0.7553

Entry 2:
Formula: C4H7N4OS2
Source: OMol25
Level of theory: ωB97M-V/def2-TZVPD

XYZ file:
```
18
Properties=species:S:1:pos:R:3
C -3.258 0.450 -0.179
C -1.665 -1.344 -0.753
C 2.397 0.139 1.683
C -1.114 0.044 -0.962
N 1.135 0.089 1.522
N 0.171 -0.072 0.888
N -2.106 0.883 -0.862
N 3.299 0.287 0.501
O -4.208 1.177 -0.104
S -2.982 -1.188 0.458
S 0.277 0.335 -1.789
H -2.146 -1.472 -1.810
H -1.032 -2.094 -0.511
H 2.869 0.197 2.702
H -2.046 1.885 -1.097
H 2.641 -0.049 -0.329
H 4.142 -0.408 0.540
H 3.626 1.141 0.100
```

The highest occupied orbital energy is -12.4 eV. As for the net charge: +1. The value obtained for the HOMO-LUMO gap is 7.593 eV. The calculation puts the energy above the lowest of the compared OMol25 structures with the same formula, charge and spin at 31.9 kcal/mol. The maximum force comes out at 4.8 eV/Å.

Here are the Mulliken charges for atoms 1 to 8, given in e:
1 C 0.4333
2 C -0.6301
3 C -0.1583
4 C 0.4324
5 N -0.1576
6 N 0.0346
7 N -0.0694
8 N -0.3672

Entry 3:
Formula: C4H11O3Yb
Source: OMol25
Level of theory: ωB97M-V/def2-TZVPD

XYZ file:
```
19
Properties=species:S:1:pos:R:3
O -1.411 1.798 0.005
Yb 0.341 2.933 0.387
H -1.609 1.193 -0.937
C -0.480 -0.635 0.337
C 0.998 -0.476 0.065
O 1.471 0.783 0.545
C 2.889 0.881 0.545
H -0.595 -1.687 0.659
H -0.775 -0.203 1.310
H 1.203 -0.567 -1.014
H 1.559 -1.261 0.595
H 3.140 1.903 0.852
H 3.300 0.147 1.252
H 3.299 0.697 -0.459
O -1.409 -0.663 -1.022
C -2.720 -1.135 -0.818
H -3.255 -1.045 -1.772
H -2.718 -2.173 -0.449
H -3.227 -0.489 -0.079
```

The highest occupied orbital energy (spin up / spin down) is -4.7 / -7.0 eV. As for the multiplicity: 2. As for the expectation value of S²: 0.7531. As for the net charge: 0. The value obtained for the HOMO-LUMO gap (spin up / spin down) is 5.140 / 6.923 eV. The calculation puts the energy above the lowest of the compared OMol25 structures with the same formula, charge and spin at 0.9 kcal/mol. The maximum force comes out at 5.1 eV/Å.

Here are the Mulliken charges for atoms 1 to 8, given in e:
1 O -0.8162
2 Yb 0.1614
3 H 0.3040
4 C -0.5335
5 C -0.4723
6 O 0.0469
7 C -0.6583
8 H 0.4381

Entry 4:
Formula: C4H5NO2
Source: OMol25
Level of theory: ωB97M-V/def2-TZVPD

XYZ file:
```
12
Properties=species:S:1:pos:R:3
C 0.353 -1.720 -0.548
N 0.663 -0.776 0.234
C -0.322 -0.364 1.170
C -0.967 0.769 0.897
O -0.748 1.457 -0.278
C 0.537 1.567 -0.748
O 0.776 1.534 -1.916
H 0.992 -1.908 -1.410
H -0.555 -2.323 -0.427
H -0.523 -0.973 2.049
H -1.790 1.168 1.475
H 1.279 1.755 0.044
```

The highest occupied orbital energy is -9.2 eV. As for the net charge: 0. The value obtained for the HOMO-LUMO gap is 9.752 eV. Its SMILES is C=N/C=C\OC=O. The calculation puts the energy above the lowest of the compared OMol25 structures with the same formula, charge and spin at 51.9 kcal/mol. The maximum force comes out at 0.6 eV/Å.

Here are the Mulliken charges for atoms 1 to 8, given in e:
1 C -0.2421
2 N -0.4353
3 C -0.0523
4 C -0.3946
5 O -0.3639
6 C 0.2434
7 O -0.4582
8 H 0.2716

Entry 5:
Formula: CH2N2O3
Source: OMol25
Level of theory: ωB97M-V/def2-TZVPD

XYZ file:
```
8
Properties=species:S:1:pos:R:3
C 1.345 0.058 0.003
N 0.187 -0.455 0.561
N -1.733 0.250 -0.573
O 2.272 -0.740 -0.333
O -2.697 0.067 0.189
O 1.442 1.322 -0.033
H 0.254 -1.481 0.359
H -1.070 0.978 -0.173
```

The highest occupied orbital energy is 1.7 eV. As for the net charge: -2. The value obtained for the HOMO-LUMO gap is 5.957 eV. The calculation puts the energy above the lowest of the compared OMol25 structures with the same formula, charge and spin at 37.0 kcal/mol. The maximum force comes out at 1.6 eV/Å.

Table of Mulliken atomic charges, one value per atom, all in e:
1 C 0.6228
2 N -0.7662
3 N -0.1279
4 O -0.8288
5 O -0.4868
6 O -0.8588
7 H 0.1594
8 H 0.2864

Entry 6:
Formula: CH4Cl2PS
Source: OMol25
Level of theory: ωB97M-V/def2-TZVPD

XYZ file:
```
9
Properties=species:S:1:pos:R:3
C 0.319 0.009 1.419
P -0.084 1.669 0.792
S -0.876 -0.680 -2.085
Cl 1.669 2.469 1.085
Cl -0.308 -1.056 -3.994
H -0.620 -0.156 2.094
H 1.223 0.110 2.155
H 0.458 -0.847 0.590
H -1.781 -1.518 -2.055
```

The highest occupied orbital energy is -12.9 eV. As for the net charge: +1. The value obtained for the HOMO-LUMO gap is 4.922 eV. The calculation puts the energy above the lowest of the compared OMol25 structures with the same formula, charge and spin at 83.0 kcal/mol. The maximum force comes out at 3.8 eV/Å.

Here are the Mulliken charges for atoms 1 to 8, given in e:
1 C -0.7701
2 P 0.7048
3 S -0.0498
4 Cl 0.0254
5 Cl -0.1006
6 H 0.3373
7 H 0.3485
8 H 0.3342

Entry 7:
Formula: C43H35N4PtSSbSe
Source: OMol25
Level of theory: ωB97M-V/def2-TZVPD

XYZ file:
```
86
Properties=species:S:1:pos:R:3
Pt -0.030 -1.329 -0.955
S -2.569 -2.891 2.524
C -2.154 -1.273 2.873
C -1.428 -0.717 1.863
C -1.155 -1.598 0.770
C -1.711 -2.827 1.027
C -1.733 -3.972 0.106
C -1.977 -5.275 0.547
C -2.044 -6.299 -0.376
C -1.865 -6.005 -1.721
C -1.613 -4.687 -2.064
N -1.545 -3.694 -1.187
H -2.454 -0.813 3.799
H -1.080 0.308 1.905
H -2.107 -5.475 1.603
H -2.234 -7.314 -0.051
H -1.922 -6.766 -2.486
H -1.469 -4.409 -3.102
C 1.987 1.116 2.772
N 1.565 -0.226 3.115
C 1.610 -1.304 2.309
Se 2.262 -1.425 0.575
N 1.097 -2.347 2.996
C 0.694 -1.942 4.253
C 0.086 -2.612 5.301
C -0.214 -1.864 6.426
C 0.082 -0.498 6.499
C 0.693 0.170 5.452
C 0.997 -0.583 4.328
H 2.460 1.082 1.794
H 2.694 1.473 3.520
H 1.122 1.779 2.735
H 0.957 -3.243 2.557
H -0.161 -3.661 5.236
H -0.692 -2.345 7.268
H -0.174 0.048 7.396
H 0.914 1.225 5.509
C 0.227 -1.060 -3.067
C 1.479 -1.716 -2.804
C 1.588 -3.135 -2.773
C 2.783 -3.751 -2.493
C 3.928 -2.982 -2.263
C 3.869 -1.583 -2.347
C 2.674 -0.966 -2.614
C 5.171 -3.621 -1.951
N 6.170 -4.130 -1.698
H -0.541 -1.636 -3.576
H 0.275 -0.017 -3.362
H 0.700 -3.726 -2.953
H 2.846 -4.830 -2.449
H 4.767 -1.000 -2.196
H 2.624 0.114 -2.694
C 3.179 4.124 0.447
C 1.944 4.723 0.641
C 0.781 4.067 0.261
C 0.838 2.801 -0.313
C 2.084 2.201 -0.483
C 3.249 2.859 -0.119
Sb -0.892 1.671 -0.842
C -0.903 2.191 -2.908
C -1.951 1.721 -3.696
C -1.994 1.988 -5.055
C -0.978 2.723 -5.649
C 0.072 3.191 -4.877
C 0.107 2.928 -3.513
C -2.358 3.114 -0.243
C -3.119 2.843 0.889
C -4.076 3.744 1.338
C -4.285 4.927 0.648
C -3.541 5.203 -0.491
C -2.587 4.301 -0.933
H 4.084 4.640 0.738
H 1.883 5.707 1.087
H -0.175 4.552 0.416
H 2.149 1.187 -0.865
H 4.207 2.377 -0.256
H -2.745 1.128 -3.255
H -2.817 1.617 -5.651
H -1.008 2.928 -6.711
H 0.868 3.764 -5.333
H 0.935 3.304 -2.924
H -2.978 1.913 1.430
H -4.659 3.517 2.220
H -5.032 5.630 0.991
H -3.709 6.121 -1.037
H -2.021 4.526 -1.830
```

The highest occupied orbital energy (spin up / spin down) is -6.3 / -7.2 eV. As for the multiplicity: 3. As for the expectation value of S²: 2.0454. As for the net charge: 0. The value obtained for the HOMO-LUMO gap (spin up / spin down) is 6.720 / 6.160 eV. The calculation puts the energy above the lowest of the compared OMol25 structures with the same formula, charge and spin at 18.7 kcal/mol. The maximum force comes out at 0.5 eV/Å.

Here are the Mulliken charges for atoms 1 to 8, given in e:
1 Pt 0.7034
2 S -0.3083
3 C -0.6530
4 C -0.3138
5 C -1.0383
6 C 0.9899
7 C 0.6600
8 C -0.8194

Question: The highest energy above the lowest of the compared OMol25 structures with the same formula, charge and spin belongs to which entry?
Answer: CH4Cl2PS